Entry from the OMol25 dataset: C34H70FN3O13S as an isolated structure at a distorted geometry (ωB97M-V with the def2-TZVPD basis set).

Output
charge = 0
HOMO-LUMO gap = 7.4 eV
DFT total energy = -81019.5392 eV
energy above the lowest of the compared OMol25 structures with the same formula, charge and spin = 611.4 kJ/mol
highest occupied orbital energy = -8.8 eV

Each line ends with the Löwdin charge.
Positions of all 122 atoms, in Å:
C1 3.152426 -0.564537 0.638179  -0.0914
N1 3.763344 0.757447 0.312127  -0.1895
C2 4.373338 0.792078 -1.050584  -0.0997
C3 2.842577 1.879300 0.559262  -0.3526
O1 2.771218 2.369173 1.724252  0.0231
C4 1.849572 2.515592 -0.559529  -0.0624
C5 0.407839 1.825803 -0.265506  -0.0873
C6 -0.385419 2.284237 1.031992  0.0172
C7 -1.774218 1.627235 1.331047  0.0148
C8 -2.284783 0.512550 0.341517  -0.2691
N2 -3.544006 -0.217957 0.478576  -0.2505
S1 -3.478608 -1.297098 -0.845554  0.9317
N3 -2.032743 -1.000503 -1.742914  -0.2080
C9 -1.459529 0.056541 -0.937974  -0.2233
C10 -0.070273 0.741459 -1.255072  -0.0628
F1 0.731924 0.369878 -2.383045  -0.0211
H1 4.018595 -1.282949 0.920166  0.0998
H2 2.572552 -1.046387 -0.228223  0.0889
H3 2.464394 -0.492828 1.556374  0.1052
H4 3.679156 0.381497 -1.882127  0.0929
H5 5.357123 0.167039 -0.982622  0.0969
H6 4.663584 1.886538 -1.281386  0.1056
H7 1.756908 3.658206 -0.462723  0.1293
H8 2.213181 2.318460 -1.631885  0.1037
H9 0.071310 3.073949 1.717729  0.0974
H10 -2.342475 1.959739 2.260738  0.0999
C11 -0.010145 5.205148 7.639282  -0.1074
O2 1.017372 4.512523 6.936581  -0.1945
C12 0.571248 3.267632 6.404553  -0.1952
C13 0.183736 3.387121 4.931621  -0.2021
O3 -0.936898 4.251012 4.749251  -0.2049
C14 -0.551996 5.570962 4.379498  -0.1090
H11 0.279774 6.255988 7.712677  0.0864
H12 -0.975546 5.145937 7.130191  0.0830
H13 -0.102462 4.794747 8.648985  0.0856
H14 -0.255557 2.868209 6.999991  0.1257
H15 1.409210 2.569482 6.486783  0.1246
H16 -0.115784 2.398154 4.570868  0.1192
H17 1.032708 3.720323 4.324528  0.1238
H18 -0.339164 5.597820 3.306148  0.0821
H19 0.321022 5.924499 4.930526  0.0842
H20 -1.388491 6.239710 4.590971  0.0898
C15 -2.231694 -2.299377 -4.648787  -0.1143
O4 -3.060181 -3.341841 -4.147121  -0.2199
C16 -3.984893 -3.821717 -5.120012  -0.1815
C17 -3.477728 -5.087523 -5.808725  -0.1810
O5 -2.294089 -4.839386 -6.565113  -0.1969
C18 -1.111278 -5.188641 -5.854703  -0.1059
H21 -1.355756 -2.222857 -4.001109  0.0727
H22 -1.892624 -2.489574 -5.669811  0.0715
H23 -2.778236 -1.352763 -4.614495  0.0864
H24 -4.215897 -3.040438 -5.849250  0.0980
H25 -4.908541 -4.064000 -4.586350  0.1190
H26 -4.241047 -5.426724 -6.515787  0.1248
H27 -3.312831 -5.892957 -5.084332  0.1181
H28 -0.950054 -6.268522 -5.930727  0.0869
H29 -1.152272 -4.901752 -4.802424  0.0810
H30 -0.270472 -4.671769 -6.321320  0.0889
C19 8.705111 -1.296221 -1.335680  -0.1047
O6 7.317295 -1.603033 -1.245080  -0.2161
C20 6.875673 -2.446672 -2.306687  -0.1980
C21 6.828909 -3.913759 -1.882809  -0.1971
O7 8.126896 -4.415032 -1.573923  -0.1942
C22 8.399303 -4.397145 -0.176361  -0.1093
H31 9.040931 -0.958212 -0.352567  0.0915
H32 9.304144 -2.161690 -1.629070  0.0841
H33 8.854293 -0.486325 -2.056077  0.0882
H34 7.502662 -2.310648 -3.193107  0.1262
H35 5.861139 -2.127677 -2.563727  0.1184
H36 6.451625 -4.504989 -2.722704  0.1240
H37 6.146071 -4.060031 -1.038756  0.1249
H38 7.935533 -5.270117 0.292914  0.0879
H39 8.038764 -3.489747 0.311137  0.0819
H40 9.480877 -4.455781 -0.041178  0.0902
C23 2.378534 6.582709 10.733300  -0.1041
O8 0.961083 6.501374 10.843799  -0.2086
C24 0.484788 6.964943 12.105022  -0.1962
C25 0.005431 8.413777 12.031984  -0.1984
O9 1.073040 9.307890 11.727313  -0.1943
C26 1.128483 9.638212 10.343543  -0.1091
H41 2.636830 6.549520 9.672158  0.0896
H42 2.776714 7.506922 11.159331  0.0836
H43 2.834214 5.722822 11.233340  0.0886
H44 1.251327 6.840204 12.875932  0.1252
H45 -0.365473 6.331726 12.374740  0.1229
H46 -0.378943 8.701411 13.015308  0.1230
H47 -0.810667 8.524372 11.309618  0.1247
H48 0.393904 10.420605 10.129522  0.0876
H49 0.940497 8.778647 9.697847  0.0777
H50 2.127131 10.021771 10.126452  0.0904
C27 -3.518901 1.153783 -9.710512  -0.1109
O10 -3.117872 -0.059064 -10.338925  -0.1946
C28 -2.042897 -0.698920 -9.654605  -0.1953
C29 -2.540827 -1.802626 -8.722987  -0.1912
O11 -3.345730 -1.279396 -7.668642  -0.2110
C30 -4.738479 -1.384668 -7.945446  -0.1079
H51 -4.524730 1.398479 -10.059981  0.0898
H52 -3.540151 1.070697 -8.621022  0.0821
H53 -2.838923 1.959576 -10.003136  0.0868
H54 -1.440612 0.035612 -9.111066  0.1250
H55 -1.405738 -1.152269 -10.419444  0.1236
H56 -1.673711 -2.278150 -8.254537  0.1184
H57 -3.084112 -2.574387 -9.278637  0.1306
H58 -5.076181 -2.400638 -7.718539  0.0784
H59 -4.980527 -1.146241 -8.982461  0.0853
H60 -5.266984 -0.683202 -7.296836  0.0947
C31 -5.922057 -4.622323 -1.065856  -0.1028
O12 -5.112504 -5.073173 -2.146154  -0.2032
C32 -3.775194 -5.359080 -1.741603  -0.1955
C33 -3.572764 -6.849914 -1.476287  -0.1926
O13 -4.361027 -7.303170 -0.377517  -0.1937
C34 -5.577002 -7.914021 -0.795332  -0.1115
H61 -6.969058 -4.753282 -1.349730  0.0913
H62 -5.739295 -5.182604 -0.145567  0.0860
H63 -5.735511 -3.558698 -0.890573  0.0616
H64 -3.499812 -4.760789 -0.867509  0.1198
H65 -3.123501 -5.059474 -2.566619  0.1033
H66 -2.525526 -7.014039 -1.204585  0.1246
H67 -3.781562 -7.443240 -2.373480  0.1232
H68 -5.377295 -8.947166 -1.095987  0.0868
H69 -6.053052 -7.382254 -1.621013  0.0815
H70 -6.262972 -7.919126 0.053844  0.0894

Cartesian forces, eV/Å:
C 0.41 -1.12 0.86
N -1.88 0.95 -1.07
C 0.82 -0.02 -0.15
C -0.20 1.61 3.02
O 0.05 -1.91 -4.07
C -0.32 -0.63 -0.03
C -0.93 -1.67 -1.38
C -3.31 -3.45 -1.88
C 3.79 0.36 -2.48
C -0.18 -0.14 -0.19
N 5.10 0.58 -3.14
S 1.15 1.26 0.18
N -0.93 3.49 5.27
C 0.66 -0.09 -0.47
C -0.76 2.00 3.40
F -2.12 0.84 2.81
H -1.45 1.11 -0.50
H 0.71 0.86 1.03
H 1.09 0.07 -1.44
H 1.06 0.58 1.23
H -1.79 1.06 -0.35
H -0.43 -1.82 0.26
H 0.25 -1.85 0.28
H -0.75 0.00 1.69
H -0.73 -1.34 -1.17
H 0.72 -0.71 -1.59
C 0.18 0.02 0.11
O -0.43 -0.08 -0.14
C 0.43 0.27 -0.26
C -0.35 -0.14 0.29
O 0.35 0.19 0.06
C -0.23 -0.11 -0.10
H 0.05 -0.13 0.04
H 0.07 -0.05 -0.04
H -0.09 0.09 0.03
H -0.07 0.05 -0.08
H -0.02 -0.03 -0.03
H 0.04 -0.02 0.00
H 0.02 0.02 0.11
H 0.07 0.13 -0.02
H 0.01 -0.10 0.03
H 0.00 -0.12 -0.05
C 0.19 0.06 0.14
O 0.09 -0.02 -0.38
C -0.02 -0.34 0.37
C -0.06 0.48 -0.31
O 0.08 -0.03 0.44
C -0.05 -0.05 -0.29
H -0.19 -0.01 0.02
H -0.17 -0.03 0.02
H 0.10 0.05 -0.12
H 0.18 -0.06 -0.03
H 0.02 -0.06 0.02
H -0.01 -0.02 0.03
H 0.02 0.09 0.05
H 0.09 -0.03 0.09
H -0.09 0.05 -0.01
H -0.09 -0.05 -0.04
C -0.09 0.17 0.14
O 0.25 -0.25 -0.21
C -0.28 -0.06 0.46
C 0.38 0.05 -0.37
O -0.22 0.33 0.28
C 0.09 -0.22 -0.13
H -0.11 0.00 -0.09
H -0.10 0.01 -0.01
H 0.11 -0.02 -0.03
H 0.05 -0.10 0.04
H -0.02 -0.02 -0.03
H -0.03 0.02 0.01
H 0.05 0.12 0.00
H 0.01 0.03 0.12
H -0.04 0.03 -0.09
H -0.08 -0.06 -0.08
C -0.08 -0.15 -0.17
O 0.21 0.30 0.25
C -0.35 0.05 -0.43
C 0.43 -0.03 0.32
O -0.17 -0.30 -0.34
C 0.05 0.21 0.18
H -0.09 -0.07 0.09
H -0.09 -0.03 0.02
H 0.10 0.04 0.02
H 0.02 0.12 -0.02
H -0.01 0.01 0.03
H -0.02 -0.02 -0.01
H 0.08 -0.09 -0.03
H -0.01 0.00 -0.13
H -0.02 -0.06 0.08
H -0.08 0.01 0.10
C -0.05 -0.04 -0.23
O 0.06 0.09 0.44
C -0.36 -0.33 -0.25
C 0.28 0.37 0.25
O -0.24 0.02 -0.45
C 0.12 0.00 0.23
H 0.12 -0.05 -0.04
H 0.04 -0.05 -0.06
H -0.01 0.08 0.09
H -0.06 -0.03 0.09
H 0.02 -0.01 0.02
H -0.02 -0.05 -0.02
H 0.01 0.10 -0.03
H -0.14 -0.01 -0.10
H 0.10 0.00 -0.02
H 0.09 -0.07 0.03
C -0.07 0.04 -0.24
O 0.03 -0.10 0.43
C -0.03 -0.40 -0.48
C 0.02 0.35 0.49
O -0.23 0.06 -0.40
C 0.16 -0.11 0.22
H 0.12 0.04 -0.05
H 0.06 0.00 -0.07
H -0.04 0.02 0.12
H -0.03 -0.09 0.07
H 0.00 0.05 0.06
H 0.00 0.01 -0.03
H -0.07 0.09 0.00
H -0.11 -0.04 -0.06
H 0.08 0.06 -0.01
H 0.12 -0.02 -0.01